# 1
C20H52N2O8 | ωB97M-V/def2-TZVPD

Cartesian coordinates (Å):
O1 -23.943196 16.423082 11.903654
H1 -24.045919 15.470256 11.975196
H2 -24.116950 16.764620 12.790805
O2 -21.443333 19.099257 12.183106
H3 -20.604050 18.636739 12.252028
H4 -21.990448 18.552781 11.599678
O3 -23.766834 18.672067 10.458492
H5 -24.056277 18.631009 9.543305
H6 -23.969343 17.794561 10.822784
O4 -23.703634 17.967707 14.354932
H7 -23.689139 17.876401 15.311229
H8 -23.048294 18.645153 14.144321
C1 -18.869827 14.195749 5.952322
C2 -19.125195 14.655525 7.368121
C3 -19.219410 16.187049 7.383371
C4 -19.732389 16.751742 8.708256
C5 -21.079804 16.134366 9.095041
C6 -21.111355 14.598895 9.030383
N1 -20.444467 14.190350 7.805299
O5 -20.580854 12.779972 7.621873
C7 -20.533483 13.993013 10.323508
C8 -22.581428 14.211853 8.903471
C9 -17.976578 14.202023 8.290118
H9 -19.792595 14.143805 5.367820
H10 -18.343757 13.241104 5.893345
H11 -18.251901 14.902049 5.389686
H12 -18.226982 16.612294 7.204269
H13 -19.877414 16.525362 6.574998
H14 -19.690175 17.837451 8.718102
H15 -19.059211 16.369309 9.487664
H16 -21.892585 16.515133 8.470529
H17 -21.265792 16.483596 10.115266
H18 -19.643088 14.481548 10.717632
H19 -21.287871 14.015641 11.111652
H20 -20.286138 12.949506 10.112014
H21 -23.001968 14.677891 8.012895
H22 -22.702649 13.136596 8.759807
H23 -23.124557 14.477923 9.809831
H24 -17.013936 14.371894 7.798929
H25 -18.020064 13.107116 8.328613
H26 -18.008491 14.635785 9.280165
H27 -20.873142 12.706880 6.708558
C10 -29.928813 13.285685 10.284722
C11 -29.308022 12.443904 11.396822
C12 -28.684879 11.235835 10.687463
C13 -27.731421 10.437475 11.566034
C14 -26.583720 11.337643 12.014608
C15 -27.100327 12.610360 12.711025
N2 -28.217197 13.187757 11.991186
O6 -28.573311 14.465200 12.446460
C16 -27.484351 12.241857 14.165677
C17 -25.987161 13.644163 12.779465
C18 -30.417529 12.057882 12.382086
H28 -29.139766 13.467165 9.549414
H29 -30.716094 12.755119 9.752951
H30 -30.239675 14.263162 10.648589
H31 -29.500777 10.586439 10.359599
H32 -28.131768 11.601916 9.821692
H33 -28.252209 10.077764 12.459230
H34 -27.375638 9.573748 11.003022
H35 -26.056443 11.692301 11.122931
H36 -25.943568 10.807826 12.718049
H37 -28.082289 11.327063 14.189118
H38 -28.137993 12.970151 14.654662
H39 -26.580946 12.085036 14.754590
H40 -26.314653 14.482738 13.394326
H41 -25.771856 14.054094 11.787596
H42 -25.055855 13.237695 13.178896
H43 -30.841429 12.956934 12.834263
H44 -31.224037 11.561592 11.837418
H45 -30.096875 11.378770 13.173447
H46 -28.958065 14.354048 13.331081
C19 -27.987088 18.744955 11.445076
C20 -26.723413 18.502378 12.235170
O7 -26.927627 18.972222 13.566959
O8 -27.762420 18.505351 10.058737
H47 -28.296294 19.783499 11.626797
H48 -28.871965 18.186764 11.762024
H49 -25.824722 18.918972 11.782820
H50 -26.573943 17.409879 12.282742
H51 -26.093924 18.897007 14.041540
H52 -28.071473 17.615199 9.873633

Atoms 1-3, force components in eV/Å:
O 0.028 -0.315 0.138
H -0.055 -0.029 -0.105
H 0.142 0.175 0.226

## Properties
E_LUMO, eV: 0.3
Net charge: 0
E_tot, Ha: -1504.56466
Spin multiplicity: 1



# 2
C3H5NO4 | ωB97M-V/def2-TZVPD

Cartesian coordinates (Å):
C1 -2.547061 0.277225 0.039508
C2 0.054493 0.698859 -0.191211
C3 1.558693 -0.049284 -0.066081
H1 -2.994173 0.374841 -1.065891
H2 -3.222061 -0.440177 0.829730
H3 -2.915672 1.216928 0.593569
H4 -2.079309 -1.597483 0.892215
H5 0.672416 -1.849241 -0.441938
N1 -1.037053 -0.188411 0.003271
O1 -0.944729 -1.485622 0.021633
O2 -0.107416 1.996130 -0.149858
O3 1.590672 -1.437876 -0.176386
O4 2.386650 0.684019 0.364126

Atoms 1-3, force components in eV/Å:
C -0.983 0.197 -0.033
C -1.274 3.083 1.452
C -2.723 -0.093 0.730

## Properties
E_LUMO, eV: -1.3
Net charge: 0
Relative energy (zero: lowest compared OMol25 entry of this formula, charge and spin), kcal per mole: 168.6
E_tot, Ha: -472.80070
Spin multiplicity: 1



# 3
C7H9NS | ωB97M-V/def2-TZVPD

Cartesian coordinates (Å):
C1 -0.341807 0.774607 -2.203594
C2 -1.066092 1.091200 -1.142385
C3 0.356306 -0.417221 -1.584047
C4 -0.386553 0.066817 -0.257821
C5 1.736467 -0.207615 -0.959381
C6 0.864036 0.478765 0.635471
C7 -0.775286 -0.705863 2.694399
N1 -0.491694 -1.221999 -0.792296
S1 0.944430 -0.302663 2.247839
H1 -0.271477 1.220267 -3.205520
H2 -1.778163 1.810371 -1.015340
H3 2.375066 -1.153791 -0.686967
H4 2.385545 0.648885 -1.262786
H5 1.052823 1.608167 0.541139
H6 -1.291346 -1.109216 1.795580
H7 -1.229098 0.277932 2.854744
H8 -0.745053 -1.275857 3.519088
H9 -1.338106 -1.582788 -1.178123

Atoms 1-3, force components in eV/Å:
C -0.488 0.608 -0.917
C 1.730 -0.750 -0.818
C 1.203 1.324 0.534

## Properties
E_LUMO, eV: 0.9
Net charge: 0
Relative energy (zero: lowest compared OMol25 entry of this formula, charge and spin), kcal per mole: 137.5
E_tot, Ha: -724.82436
Spin multiplicity: 1



# 4
C22H21InNO5P | ωB97M-V/def2-TZVPD

Cartesian coordinates (Å):
In1 0.197247 1.611897 0.749308
O1 1.509985 2.478482 4.672077
C1 1.380932 2.223936 3.411973
O2 0.292346 1.959759 2.886505
C2 2.683574 2.264129 2.656058
O3 2.451829 2.000221 1.284216
C3 2.959577 2.985317 0.332883
C4 1.846048 3.793361 -0.336085
O4 2.144821 4.756843 -0.971957
O5 0.608311 3.338435 -0.184746
H1 0.659889 2.448198 5.147596
H2 3.139777 3.243277 2.817103
H3 3.348199 1.509322 3.084156
H4 3.649295 3.664697 0.827669
H5 3.505532 2.434506 -0.431587
N1 -2.024918 1.914633 0.196166
C5 -2.775745 0.664568 0.187616
C6 -4.141268 0.681493 0.408231
C7 -4.855074 -0.508751 0.412392
C8 -4.208374 -1.718085 0.197806
C9 -2.840015 -1.739897 -0.012234
C10 -2.110069 -0.549935 -0.018640
P1 -0.331159 -0.597279 -0.258375
C11 0.068465 -0.338040 -1.982744
C12 1.387219 -0.016364 -2.319577
C13 1.723113 0.193187 -3.644505
C14 0.745489 0.090968 -4.629461
C15 -0.562868 -0.225932 -4.295512
C16 -0.909923 -0.443823 -2.969268
C17 0.343170 -2.120632 0.373786
C18 0.931913 -3.036617 -0.494876
C19 1.417826 -4.233839 0.012611
C20 1.313927 -4.506928 1.367977
C21 0.724220 -3.589512 2.233367
C22 0.239367 -2.392607 1.740567
H6 -2.514876 2.608365 0.757299
H7 -1.963954 2.317396 -0.740739
H8 -4.653756 1.622579 0.568390
H9 -5.922994 -0.487438 0.581870
H10 -4.768089 -2.642993 0.200526
H11 -2.329736 -2.683718 -0.160269
H12 2.152503 0.048054 -1.550900
H13 2.741681 0.436823 -3.914014
H14 1.008947 0.260823 -5.664698
H15 -1.315893 -0.306247 -5.067411
H16 -1.930680 -0.696906 -2.710629
H17 1.008539 -2.823283 -1.553469
H18 1.874229 -4.952996 -0.653508
H19 1.693085 -5.442248 1.757274
H20 0.642732 -3.813957 3.288072
H21 -0.234398 -1.683250 2.411724

Atoms 1-3, force components in eV/Å:
In 0.039 -0.089 -0.151
O -0.008 -0.012 -0.021
C 0.018 0.023 0.076

## Properties
E_LUMO, eV: -6.3
Net charge: +2
Relative energy (zero: lowest compared OMol25 entry of this formula, charge and spin), kcal per mole: 0.0
E_tot, Ha: -1812.91787
Spin multiplicity: 1



# 5
C3H14O4S | ωB97M-V/def2-TZVPD

Cartesian coordinates (Å):
C1 1.106952 0.242961 0.328534
O1 0.669753 -1.069499 0.463761
C2 0.275160 1.041728 -0.709510
C3 -1.155657 0.819059 -0.316958
S1 -1.684669 1.578093 1.182544
H1 2.169602 0.387228 0.112912
H2 1.013754 0.650653 1.375042
H3 1.001272 -1.564622 -0.345085
H4 0.499806 0.769143 -1.739156
H5 0.526497 2.087743 -0.512203
H6 -1.891306 1.342495 -0.980911
H7 -1.373221 -0.252450 -0.325755
H8 -4.269041 0.155056 3.293672
H9 -4.460014 0.784064 2.988918
H10 1.878573 -2.441751 -2.423158
O2 1.723093 -1.757073 -1.767865
H11 -1.222930 -1.326994 1.650196
H12 -2.055645 -0.151296 2.033112
O3 -2.063590 -1.138792 2.120984
H13 2.497960 -0.608926 -1.825135
H14 3.705527 0.221157 -2.680622
O4 3.108125 0.232024 -1.923316

Atoms 1-3, force components in eV/Å:
C 0.453 -0.571 0.753
O 0.242 0.293 -0.161
C -0.249 1.209 0.945

## Properties
E_LUMO, eV: -5.8
Net charge: 0
Relative energy (zero: lowest compared OMol25 entry of this formula, charge and spin), kcal per mole: 177.8
E_tot, Ha: -821.56019
Spin multiplicity: 1



# 6
CH3N5O2 | ωB97M-V/def2-TZVPD

Cartesian coordinates (Å):
C1 0.051482 -0.852852 -0.216151
H1 0.453612 1.020293 1.213626
H2 0.151771 2.479962 0.061712
H3 -2.928542 -0.784317 0.024523
N1 -0.028918 1.417773 0.300988
N2 0.425963 0.498320 -0.683058
N3 2.171657 -0.989486 0.060350
N4 1.124654 -1.580791 0.128965
N5 -1.164146 -1.309612 -0.199763
O1 1.841471 0.347325 -0.487579
O2 -2.099008 -0.246615 -0.203611

Atoms 1-3, force components in eV/Å:
C -4.160 1.783 -1.882
H -1.286 2.221 -1.940
H 0.107 -3.255 0.554

## Properties
E_LUMO, eV: -0.7
Net charge: 0
Relative energy (zero: lowest compared OMol25 entry of this formula, charge and spin), kcal per mole: 70.5
E_tot, Ha: -463.92199
Spin multiplicity: 1